Molecular formula: C16H32BClF9NO2P2
Method: DFT, wB97M-V/def2-TZVPD

Calculated values
SMILES: CC[C@H](Cl)P(CC)(B(O)N(C)C)([C@H](C)F)P(C)C.FC(F)C(F)(F)COC(F)(F)C(F)F
Total energy (a.u.): -2900.5897
2S+1: 1
Molar mass (g mol⁻¹): 549.632
LUMO level (Eh): 0.0077
Relative energy (zero: lowest compared OMol25 entry of this formula, charge and spin) (kcal/mol): 7.04
HOMO level (eV): -6.64
HOMO-LUMO gap (eV): 6.85

Each line ends with the Löwdin charge.
Positions of all 64 atoms, in Å:
C: -0.049 -1.397 3.974  -0.117
C: -0.097 -0.690 2.623  -0.335
C: -0.960 0.557 2.550  -0.742
Cl: -2.506 0.316 3.425  0.711
P: -1.509 1.182 0.768  0.837
C: 0.211 0.787 0.106  -0.346
C: 1.344 1.562 0.794  -0.121
B: -2.953 -0.166 0.635  -0.774
O: -2.612 -1.499 0.660  0.116
N: -4.342 0.240 0.445  -0.149
C: -4.857 -0.351 -0.813  -0.082
C: -5.191 -0.154 1.588  -0.107
C: -1.976 2.864 1.521  -0.479
C: -3.246 3.529 1.073  -0.102
F: -0.871 3.706 1.315  -0.064
P: -2.198 1.935 -1.335  0.774
C: -1.852 0.559 -2.528  -0.333
C: -1.080 3.280 -1.906  -0.340
H: -0.858 -2.105 4.094  0.065
H: -0.028 -0.685 4.791  0.071
H: 0.876 -1.964 4.029  0.069
H: -0.392 -1.412 1.867  0.091
H: 0.923 -0.399 2.407  0.080
H: -0.429 1.345 3.070  0.068
H: 0.402 -0.279 0.082  0.050
H: 0.223 1.094 -0.930  0.031
H: 1.032 2.027 1.721  0.056
H: 2.209 0.946 0.997  0.054
H: 1.650 2.371 0.142  0.074
H: -1.953 -1.728 -0.013  0.106
H: -4.100 -0.899 -1.365  0.066
H: -5.674 -1.038 -0.619  0.083
H: -5.221 0.449 -1.449  0.080
H: -6.226 0.032 1.324  0.083
H: -5.101 -1.211 1.840  0.088
H: -4.971 0.457 2.451  0.041
H: -2.053 2.719 2.592  0.072
H: -3.097 4.193 0.232  0.063
H: -4.002 2.797 0.813  0.057
H: -3.622 4.128 1.898  0.082
H: -1.153 0.913 -3.280  0.030
H: -2.761 0.286 -3.044  0.012
H: -1.405 -0.315 -2.058  0.016
H: -0.024 3.012 -1.863  0.021
H: -1.301 3.505 -2.943  0.024
H: -1.220 4.175 -1.315  0.016
F: 6.060 -0.642 -1.277  0.100
C: 6.431 -1.045 -2.508  -0.310
F: 6.670 0.053 -3.259  0.100
C: 5.325 -1.860 -3.191  -0.441
F: 4.245 -1.080 -3.405  0.137
F: 5.851 -2.185 -4.408  0.100
C: 4.897 -3.197 -2.560  -0.035
O: 3.706 -3.238 -1.790  0.051
C: 3.668 -3.031 -0.439  -0.542
F: 4.890 -2.905 0.110  0.157
F: 3.084 -4.118 0.118  0.143
C: 2.757 -1.850 -0.077  -0.290
F: 3.198 -0.707 -0.634  0.104
F: 2.758 -1.695 1.269  0.095
H: 7.350 -1.632 -2.438  0.172
H: 4.660 -3.823 -3.418  0.148
H: 5.727 -3.676 -2.041  0.148
H: 1.738 -2.046 -0.420  0.166


Molecular formula: C20H24BrF5N2OPtS
Method: DFT, wB97M-V/def2-TZVPD

Calculated values
Total energy (a.u.): -4552.1183
2S+1: 1
Molar mass (g mol⁻¹): 710.464
LUMO level (Eh): -0.0554
Relative energy (zero: lowest compared OMol25 entry of this formula, charge and spin) (kcal/mol): 13.70
HOMO level (eV): -7.44
HOMO-LUMO gap (eV): 5.94

Each line ends with the Löwdin charge.
Positions of all 55 atoms, in Å:
Pt: 1.963 2.442 -0.942  0.712
C: -1.791 -3.786 1.903  -0.048
C: -2.181 -2.327 2.180  -0.560
C: -3.697 -2.163 1.983  -0.044
C: -1.845 -2.011 3.636  -0.073
C: -1.449 -1.396 1.213  -0.182
C: -0.753 -0.278 1.615  -0.094
C: -0.150 0.504 0.646  -0.518
Br: 0.731 2.087 1.249  0.870
C: -0.128 0.300 -0.743  -0.364
O: 0.564 1.058 -1.577  -0.289
C: -0.931 -0.817 -1.147  -0.061
C: -1.519 -1.600 -0.163  -0.002
C: -1.287 -1.230 -2.593  -0.532
C: -0.608 -0.435 -3.700  -0.064
C: -2.806 -1.053 -2.771  -0.045
C: -0.924 -2.708 -2.813  -0.049
H: -2.300 -4.451 2.606  0.084
H: -0.713 -3.925 2.015  0.092
H: -2.069 -4.094 0.893  0.075
H: -4.249 -2.787 2.694  0.084
H: -3.994 -2.454 0.972  0.080
H: -3.992 -1.121 2.135  0.090
H: -2.351 -2.725 4.290  0.084
H: -2.178 -1.009 3.920  0.082
H: -0.769 -2.088 3.820  0.088
H: -0.667 0.003 2.657  0.092
H: -2.108 -2.446 -0.505  0.096
H: -0.854 0.621 -3.646  0.078
H: -0.953 -0.823 -4.664  0.090
H: 0.471 -0.531 -3.656  0.075
H: -3.090 -0.010 -2.609  0.093
H: -3.373 -1.673 -2.072  0.074
H: -3.096 -1.334 -3.788  0.085
H: 0.147 -2.867 -2.661  0.094
H: -1.169 -2.994 -3.839  0.085
H: -1.466 -3.379 -2.144  0.070
F: 4.110 2.701 -2.802  -0.002
C: 2.757 2.879 -2.743  -0.589
F: 2.547 4.213 -3.002  -0.002
C: 2.223 2.152 -3.982  -0.624
F: 2.488 0.848 -3.902  0.152
F: 2.829 2.621 -5.083  0.152
F: 0.918 2.359 -4.127  0.154
S: 3.607 3.930 -0.196  0.661
C: 3.649 3.439 1.457  -0.798
N: 3.001 4.216 2.348  0.061
C: 2.825 3.881 3.632  -0.057
C: 3.411 2.748 4.101  -0.024
C: 4.175 2.027 3.185  -0.083
N: 4.287 2.348 1.911  0.110
H: 2.539 5.029 1.956  0.151
H: 2.209 4.539 4.229  0.143
H: 3.291 2.430 5.126  0.117
H: 4.722 1.143 3.500  0.127


Molecular formula: C24H21NO6
Method: DFT, wB97M-V/def2-TZVPD

Calculated values
SMILES: COCCN1C(=O)C(O)=C(C(=O)c2ccco2)[C@H]1c1cccc(Oc2ccccc2)c1
Total energy (a.u.): -1433.3335
2S+1: 1
Molar mass (g mol⁻¹): 419.433
LUMO level (Eh): -0.0078
Relative energy (zero: lowest compared OMol25 entry of this formula, charge and spin) (kcal/mol): 70.69
HOMO level (eV): -8.53
HOMO-LUMO gap (eV): 8.32

Each line ends with the Löwdin charge.
Positions of all 52 atoms, in Å:
C: 5.130 3.080 0.582  -0.094
O: 4.485 2.651 -0.599  -0.178
C: 3.215 3.202 -0.811  -0.203
C: 2.146 2.710 0.187  -0.092
N: 2.162 1.280 0.322  0.002
C: 2.655 0.632 1.390  -0.381
O: 3.116 1.095 2.421  0.077
C: 2.535 -0.823 1.101  -0.159
O: 2.979 -1.684 2.017  0.113
C: 2.000 -0.992 -0.125  -0.006
C: 1.769 -2.183 -0.949  -0.274
O: 1.752 -2.111 -2.166  0.122
C: 1.544 -3.444 -0.239  -0.186
C: 1.101 -3.717 1.035  0.005
C: 0.976 -5.116 1.118  -0.041
C: 1.347 -5.594 -0.108  -0.099
O: 1.676 -4.600 -0.927  0.081
C: 1.744 0.376 -0.725  -0.165
C: 0.287 0.545 -1.090  -0.164
C: -0.117 0.509 -2.416  -0.029
C: -1.460 0.638 -2.728  -0.056
C: -2.405 0.802 -1.733  -0.015
C: -2.003 0.821 -0.401  -0.247
O: -2.865 1.036 0.639  0.038
C: -4.156 0.573 0.576  -0.262
C: -5.131 1.325 1.222  -0.006
C: -6.438 0.879 1.251  -0.084
C: -6.783 -0.314 0.638  -0.099
C: -5.808 -1.067 0.005  -0.080
C: -4.496 -0.633 -0.026  -0.024
C: -0.655 0.695 -0.084  0.065
H: 6.152 2.712 0.516  0.092
H: 4.659 2.670 1.480  0.071
H: 5.141 4.175 0.646  0.092
H: 2.939 2.901 -1.825  0.123
H: 3.251 4.301 -0.765  0.126
H: 2.338 3.121 1.181  0.130
H: 1.161 3.039 -0.157  0.132
H: 3.355 -1.149 2.742  0.130
H: 0.883 -3.008 1.806  0.116
H: 0.657 -5.688 1.964  0.103
H: 1.415 -6.594 -0.491  0.126
H: 2.362 0.506 -1.621  0.170
H: 0.612 0.365 -3.197  0.116
H: -1.775 0.617 -3.760  0.108
H: -3.450 0.920 -1.982  0.121
H: -4.845 2.251 1.697  0.118
H: -7.192 1.468 1.752  0.103
H: -7.806 -0.659 0.657  0.099
H: -6.067 -2.005 -0.464  0.105
H: -3.733 -1.229 -0.507  0.121
H: -0.359 0.718 0.953  0.138